[1]
Entry from OMol25: a molecular structure, C13H43BeN2O13S4 (ωB97M-V with the def2-TZVPD basis set).

Geometry as XYZ:
```
76
Properties=species:S:1:pos:R:3
Be 0.883 0.023 3.885
N 2.354 -3.495 2.194
H 3.368 -3.527 2.078
H 1.943 -4.362 1.847
H 2.034 -2.593 1.783
H 2.173 -3.427 3.195
N 4.328 -0.298 1.279
H 4.503 0.103 0.339
H 3.322 -0.544 1.288
H 4.547 0.436 1.949
H 4.960 -1.095 1.322
C 0.740 -0.406 0.426
O 1.410 -0.780 1.592
H -0.006 0.374 0.625
H 1.435 -0.006 -0.318
H 0.113 -1.172 -0.042
O -0.156 4.606 2.486
S 0.411 3.422 1.932
O 0.280 2.162 2.692
O -0.184 3.153 0.464
C -1.552 2.710 0.352
C -1.620 2.127 -1.065
C 2.161 3.661 1.491
H -2.276 3.514 0.469
H -1.636 1.967 1.148
H -2.462 1.440 -1.141
H -0.686 1.639 -1.355
H -1.688 2.866 -1.864
H 2.539 2.652 1.332
H 2.556 3.990 2.453
H 2.209 4.369 0.671
O 4.130 1.437 -0.769
S 3.764 2.576 -1.608
O 3.960 3.901 -1.076
O 4.563 2.360 -3.015
C 4.987 3.527 -3.764
C 4.714 3.353 -5.244
C 2.107 2.331 -2.358
H 6.062 3.632 -3.618
H 4.463 4.390 -3.354
H 5.237 2.507 -5.688
H 4.991 4.238 -5.815
H 3.653 3.178 -5.440
H 1.423 3.014 -1.854
H 1.890 1.276 -2.217
H 2.147 2.625 -3.403
O -4.341 -2.966 -3.332
S -4.134 -2.547 -1.973
O -4.836 -3.312 -0.980
O -2.599 -2.569 -1.567
C -1.545 -2.234 -2.462
C -0.375 -3.221 -2.340
C -4.452 -0.785 -1.771
H -1.242 -1.189 -2.336
H -1.783 -2.187 -3.527
H 0.378 -3.154 -3.124
H -0.664 -4.274 -2.310
H 0.173 -3.227 -1.388
H -4.152 -0.493 -0.766
H -5.512 -0.696 -1.996
H -3.767 -0.252 -2.428
O -2.943 -0.836 1.551
S -2.329 -1.429 2.712
O -1.156 -0.894 3.415
O -3.418 -1.789 3.864
C -4.699 -2.295 3.338
C -5.685 -2.282 4.492
C -1.924 -3.140 2.269
H -4.664 -3.349 3.055
H -4.980 -1.682 2.485
H -6.682 -2.095 4.095
H -5.438 -1.472 5.177
H -5.660 -3.261 4.963
H -0.969 -3.147 1.749
H -2.776 -3.397 1.642
H -1.920 -3.678 3.213
```

Results
F_max ... 0.10018 Eh/bohr
Gap between HOMO and LUMO ... 0.1182 hartree
Total charge ... +3
Relative energy (zero: lowest compared OMol25 entry of this formula, charge and spin) ... 0.00 kJ/mol
HOMO ... -16.768 eV
LUMO ... -13.55 eV

=====

[2]
Entry from OMol25: 3 unconnected molecules or ions with the total composition C3H4O3 (ωB97M-V with the def2-TZVPD basis set).

Geometry as XYZ:
```
10
Properties=species:S:1:pos:R:3
O -2.472 0.262 1.357
C -1.587 0.273 0.646
O -1.244 -2.097 -0.710
C -0.221 -1.752 -1.243
C 1.248 1.618 0.734
O 0.377 2.082 1.423
H 0.474 -2.484 -1.695
H 0.079 -0.687 -1.303
H 1.263 0.549 0.440
H 2.082 2.237 0.352
```

Results
F_max ... 0.02835 Eh/bohr
Gap between HOMO and LUMO ... 0.4016 hartree
Relative energy (zero: lowest compared OMol25 entry of this formula, charge and spin) ... 260.07 kJ/mol
HOMO ... -10.374 eV
LUMO ... 0.55 eV

=====

[3]
Entry from OMol25: C4H5NOS in the gas phase (ωB97M-V with the def2-TZVPD basis set).

Geometry as XYZ:
```
12
Properties=species:S:1:pos:R:3
O -0.803 -2.309 0.112
C 0.237 -1.971 0.582
C 0.914 -0.616 0.289
S 2.163 -0.177 1.097
N 0.292 0.119 -0.740
C 0.043 1.518 -0.645
C -1.101 0.610 -0.402
H 0.904 -2.602 1.150
H 0.311 1.956 0.262
H 0.454 2.320 -1.326
H -1.476 0.715 0.699
H -1.938 0.438 -1.077
```

Results
F_max ... 0.06882 Eh/bohr
Gap between HOMO and LUMO ... 0.3091 hartree
Relative energy (zero: lowest compared OMol25 entry of this formula, charge and spin) ... 297.15 kJ/mol
HOMO ... -9.248 eV
LUMO ... -0.84 eV

=====

[4]
Entry from OMol25: 2 unconnected molecules or ions with the total composition C8H5ClNO3S (ωB97M-V with the def2-TZVPD basis set).

Geometry as XYZ:
```
19
Properties=species:S:1:pos:R:3
C 2.271 0.680 -0.475
C 2.146 -0.678 -0.076
C 1.144 1.386 -0.801
C 0.993 -1.364 -0.240
C -0.090 0.715 -0.953
C -0.164 -0.690 -0.687
C -2.317 0.557 -0.947
C -2.390 -0.861 -1.054
N -1.233 1.303 -1.257
O -1.218 -1.528 2.225
O -2.229 0.664 2.728
O -1.235 -1.452 -0.981
S -1.296 -0.112 1.889
Cl 0.820 0.595 2.515
H 3.168 1.085 -0.355
H 2.966 -1.278 0.280
H 0.929 2.458 -0.961
H 1.079 -2.406 0.099
H -3.345 0.927 -0.947
```

Results
F_max ... 0.08150 Eh/bohr
Gap between HOMO and LUMO ... 0.2613 hartree
Total charge ... -1
HOMO ... -4.961 eV
LUMO ... 2.15 eV

=====

[5]
Entry from OMol25: a molecular structure, C5H9AgLiO4 (ωB97M-V with the def2-TZVPD basis set).

Geometry as XYZ:
```
20
Properties=species:S:1:pos:R:3
C -2.399 0.212 0.912
C -2.806 1.550 1.540
O -1.787 2.463 1.657
Ag 0.409 2.748 1.563
H -3.267 -0.457 0.799
H -1.772 0.181 -0.078
H -1.542 -0.152 1.493
H -3.266 1.319 2.532
H -3.653 1.952 0.932
O 0.857 -0.901 0.085
C 2.028 -0.193 0.180
C 0.931 -1.805 -1.096
O 2.014 1.074 0.461
O 2.857 -0.489 -0.946
C 2.179 -1.356 -1.850
Li 3.356 1.435 -0.836
H 0.041 -1.758 -1.733
H 1.058 -2.836 -0.733
H 1.926 -0.796 -2.760
H 2.835 -2.192 -2.120
```

Results
F_max ... 0.04310 Eh/bohr
Gap between HOMO and LUMO (alpha / beta) ... 0.1906 / 0.2055 hartree
Expectation value of S² ... 0.75
Relative energy (zero: lowest compared OMol25 entry of this formula, charge and spin) ... 57.00 kJ/mol
HOMO (alpha / beta) ... -6.224 / -6.872 eV
2S+1 ... 2
LUMO (alpha / beta) ... -1.04 / -1.28 eV

=====

[6]
Entry from OMol25: 2 unconnected molecules or ions with the total composition C3H8N2O (ωB97M-V with the def2-TZVPD basis set).

Geometry as XYZ:
```
14
Properties=species:S:1:pos:R:3
C 0.332 -1.017 3.223
N 0.881 -1.133 2.098
C 0.235 -1.818 1.016
H 0.976 -0.646 4.014
H -0.705 -1.306 3.431
H 0.371 -1.240 0.097
H -0.836 -2.044 1.065
H 0.850 -2.695 0.790
N 0.068 1.563 -2.984
C -0.741 2.476 -2.367
O -1.941 2.443 -2.494
H 1.018 1.445 -2.670
H -0.346 0.756 -3.421
H -0.161 3.215 -1.799
```

Results
F_max ... 0.02456 Eh/bohr
Gap between HOMO and LUMO ... 0.3863 hartree
Relative energy (zero: lowest compared OMol25 entry of this formula, charge and spin) ... 175.98 kJ/mol
HOMO ... -9.742 eV
LUMO ... 0.77 eV

=====

[7]
Entry from OMol25: 2 unconnected molecules or ions with the total composition C6H16NO (ωB97M-V with the def2-TZVPD basis set).

Geometry as XYZ:
```
24
Properties=species:S:1:pos:R:3
C -0.683 -1.696 -0.148
C -0.535 -0.632 -1.217
C 0.490 0.502 -1.107
C 0.281 1.390 0.115
C -0.533 2.616 0.029
C -1.677 2.704 0.719
N 0.522 -2.594 -0.199
H -0.798 -1.293 0.853
H -1.545 -2.311 -0.372
H -1.524 -0.234 -1.453
H -0.398 -1.087 -2.207
H 0.154 1.105 -1.937
H 1.512 0.224 -1.336
H -0.093 0.826 0.993
H 1.327 1.529 0.404
H -0.103 3.404 -0.572
H -2.306 3.585 0.669
H -2.040 1.880 1.341
H 1.195 -2.493 0.574
H 1.132 -2.476 -1.013
H 0.227 -3.572 -0.221
H 1.131 -0.115 2.206
H 2.557 -0.560 2.154
O 1.706 -0.701 1.725
```

Results
F_max ... 0.05229 Eh/bohr
Gap between HOMO and LUMO ... 0.3389 hartree
Total charge ... +1
Relative energy (zero: lowest compared OMol25 entry of this formula, charge and spin) ... 153.35 kJ/mol
HOMO ... -12.558 eV
LUMO ... -3.34 eV

=====

[8]
Entry from OMol25: 2 unconnected molecules or ions with the total composition C2HBrCl2F2 (ωB97M-V with the def2-TZVPD basis set).

Geometry as XYZ:
```
8
Properties=species:S:1:pos:R:3
C 0.155 -0.706 0.410
C -0.412 0.463 -0.388
F -0.173 0.484 -1.737
F -0.003 1.630 0.100
Cl 0.172 -0.188 1.995
Cl -2.259 0.309 -0.115
Br 2.669 -0.306 -0.430
H -0.148 -1.688 0.164
```

Results
F_max ... 0.07372 Eh/bohr
Gap between HOMO and LUMO (alpha / beta) ... 0.2803 / 0.2790 hartree
Relative energy (zero: lowest compared OMol25 entry of this formula, charge and spin) ... 203.98 kJ/mol
HOMO (alpha / beta) ... -10.212 / -10.201 eV
LUMO (alpha / beta) ... -2.58 / -2.61 eV

=====

[9]
Entry from OMol25: a molecular structure, C25H33FMnN5S2Si (ωB97M-V with the def2-TZVPD basis set).

Geometry as XYZ:
```
68
Properties=species:S:1:pos:R:3
Mn -0.118 -0.572 -0.253
C -1.032 -0.497 4.000
C 0.420 -0.567 3.527
C 0.967 0.851 3.328
C 0.619 -1.448 2.297
C -0.245 -2.492 1.974
C -0.008 -3.335 0.890
C 1.111 -3.182 0.082
C 1.368 -4.082 -1.094
C 2.010 -2.165 0.426
C 1.764 -1.308 1.495
H -1.079 0.048 4.942
H -1.481 -1.475 4.173
H -1.639 0.057 3.277
H 1.007 -1.040 4.320
H 0.582 1.299 2.408
H 2.056 0.874 3.284
H 0.669 1.484 4.164
H -1.133 -2.659 2.565
H -0.729 -4.112 0.658
H 2.171 -4.786 -0.865
H 1.675 -3.508 -1.970
H 0.481 -4.659 -1.354
H 2.921 -2.051 -0.148
H 2.495 -0.550 1.741
C 2.182 3.312 -2.059
Si 2.024 2.204 -0.539
C 3.311 0.846 -0.763
C 2.462 3.211 0.960
N 0.446 1.473 -0.384
C -0.636 2.348 -0.211
C -0.650 3.732 -0.483
C -1.773 4.523 -0.277
C -2.954 3.991 0.218
C -2.986 2.638 0.524
C -1.848 1.906 0.310
F -1.882 0.558 0.660
H 3.119 3.112 -2.587
H 2.197 4.369 -1.777
H 1.355 3.178 -2.763
H 3.951 1.035 -1.629
H 2.856 -0.128 -0.912
H 3.969 0.776 0.110
H 3.383 3.778 0.786
H 2.621 2.575 1.834
H 1.671 3.926 1.203
H 0.244 4.200 -0.869
H -1.720 5.579 -0.511
H -3.829 4.608 0.370
H -3.870 2.162 0.931
N 1.400 0.285 -3.460
C 0.405 -0.618 -3.517
N -0.257 -1.058 -2.469
C -1.245 -1.955 -2.866
C -1.301 -2.216 -4.183
S -0.093 -1.312 -5.016
C -2.169 -2.438 -1.841
C -3.098 -3.405 -1.971
S -4.065 -3.480 -0.548
C -3.128 -2.206 0.142
N -2.152 -1.779 -0.620
N -3.385 -1.735 1.394
H 1.452 0.847 -2.626
H 1.737 0.703 -4.309
H -2.000 -2.840 -4.718
H -3.289 -4.051 -2.812
H -4.271 -1.965 1.811
H -3.038 -0.813 1.602
```

Results
F_max ... 0.01277 Eh/bohr
Gap between HOMO and LUMO (alpha / beta) ... 0.2852 / 0.2842 hartree
Expectation value of S² ... 8.75
Total charge ... +1
Relative energy (zero: lowest compared OMol25 entry of this formula, charge and spin) ... 12.39 kJ/mol
HOMO (alpha / beta) ... -10.031 / -10.116 eV
2S+1 ... 6
LUMO (alpha / beta) ... -2.27 / -2.38 eV

=====

[10]
Entry from OMol25: C8H12N2O in the gas phase (ωB97M-V with the def2-TZVPD basis set).

Geometry as XYZ:
```
23
Properties=species:S:1:pos:R:3
C 1.385 -0.834 -1.384
C 0.394 0.073 -0.635
C 1.084 1.457 -0.319
C -0.137 -0.650 0.606
C 0.487 -1.682 1.628
C 1.649 -2.493 1.554
O 1.840 -3.367 2.357
N -0.415 -1.926 2.581
C -1.469 -1.228 2.313
N -1.299 -0.437 1.224
C -2.358 0.554 0.869
H 2.356 -0.770 -0.993
H 1.698 -0.571 -2.370
H 1.208 -1.914 -1.367
H -0.439 0.301 -1.381
H 2.114 1.590 -0.743
H 1.205 1.664 0.694
H 0.586 2.378 -0.663
H 2.235 -2.341 0.532
H -2.416 -1.255 2.867
H -3.213 -0.109 0.492
H -2.514 1.079 1.746
H -2.032 1.006 -0.002
```

Results
F_max ... 0.10058 Eh/bohr
Gap between HOMO and LUMO ... 0.3254 hartree
Relative energy (zero: lowest compared OMol25 entry of this formula, charge and spin) ... 220.57 kJ/mol
HOMO ... -8.292 eV
LUMO ... 0.56 eV

=====

[11]
Entry from OMol25: a molecular structure, C11H25InNO2Si (ωB97M-V with the def2-TZVPD basis set).

Geometry as XYZ:
```
41
Properties=species:S:1:pos:R:3
C 3.481 -3.230 0.126
C 3.681 -1.784 0.645
In 1.806 -0.661 0.168
C 1.971 1.589 0.363
C 1.387 2.290 -0.816
O 1.282 1.810 -1.884
C 0.033 -1.283 1.440
C -1.175 -1.001 0.588
O -2.409 -1.482 1.183
Si -3.761 -1.305 0.199
C -3.388 -0.334 -1.384
C -5.101 -0.303 1.084
C -4.345 -3.061 -0.200
H 3.341 -3.217 -0.948
H 4.297 -3.891 0.403
H 2.544 -3.605 0.527
H 3.916 -1.866 1.703
H 4.511 -1.365 0.085
H 1.355 -1.082 -1.518
H 1.347 1.871 1.209
H 2.976 1.959 0.536
H 1.036 3.340 -0.704
H 0.046 -2.352 1.650
H -0.007 -0.740 2.381
H -0.979 -1.476 -0.365
H -1.222 0.080 0.478
H -2.912 0.587 -1.071
H -4.303 -0.143 -1.929
H -2.650 -0.853 -1.981
H -5.951 -0.242 0.411
H -4.713 0.706 1.154
H -5.369 -0.704 2.051
H -3.577 -3.761 0.105
H -5.236 -3.310 0.365
H -4.494 -3.225 -1.260
C 4.012 5.494 -1.194
C 3.279 5.039 -0.019
N 2.696 4.684 0.890
H 5.014 5.071 -1.189
H 3.495 5.174 -2.096
H 4.083 6.580 -1.187
```

Results
F_max ... 0.06819 Eh/bohr
Gap between HOMO and LUMO ... 0.2583 hartree
Total charge ... -1
HOMO ... -4.379 eV
LUMO ... 2.65 eV

=====

[12]
Entry from OMol25: C5H8O in the gas phase (ωB97M-V with the def2-TZVPD basis set).

Geometry as XYZ:
```
14
Properties=species:S:1:pos:R:3
O -0.576 2.581 -0.726
C -0.232 1.890 0.203
C 0.489 0.579 0.059
C 0.052 -0.297 -1.135
C -0.211 -1.470 -0.160
C 0.076 -0.540 1.043
H -0.459 2.198 1.246
H 1.566 0.787 0.076
H -0.844 0.095 -1.622
H 0.810 -0.469 -1.901
H -1.217 -1.895 -0.191
H 0.508 -2.288 -0.259
H -0.812 -0.291 1.631
H 0.850 -0.879 1.735
```

Results
F_max ... 0.00972 Eh/bohr
Gap between HOMO and LUMO ... 0.3957 hartree
Relative energy (zero: lowest compared OMol25 entry of this formula, charge and spin) ... 116.86 kJ/mol
HOMO ... -9.768 eV
LUMO ... 1.00 eV